[1]
Computed, not measured: C7H10N4O4Ru as an isolated structure at a distorted geometry, with the ωB97M-V functional and the def2-TZVPD basis.

highest occupied orbital energy (spin up / spin down): -24.26 / -25.59 eV
⟨S²⟩: 6.09
Kohn-Sham gap (spin up / spin down): 7.231 / 6.928 eV

```
! wB97M-V def2-TZVPD RIJCOSX def2/J DEFGRID3
* xyz 4 5
Ru -0.5777 -0.6328 0.2063
O 1.6729 -1.7291 1.7755
O 0.5713 0.6596 -0.8617
O -0.9572 -1.5167 -1.5983
O -1.1756 1.2127 2.3431
N -4.0522 -5.2251 -1.8918
N -1.9540 -2.4744 -3.3885
N -1.8380 -2.0540 0.8483
N -0.8600 0.4895 1.5933
C -2.6235 -3.2384 -1.1998
C -3.3905 -4.3024 -1.5694
C 3.1413 -3.6411 2.2587
C 3.3706 -1.3633 3.5220
C -2.3754 -2.7665 0.1155
C -1.8032 -2.3691 -2.1116
C 2.5705 -2.1659 2.4103
H 3.9990 -3.8338 2.8915
H 3.4181 -3.7241 1.2033
H 0.5675 0.6022 -1.8399
H -2.6167 -3.1193 -3.8199
H 1.0323 1.4861 -0.6133
H 3.9357 -0.6143 2.9543
H 4.0528 -1.9877 4.0865
H -1.4147 -1.9002 -4.0356
H 2.6121 -0.9337 4.1805
H 2.3047 -4.2893 2.5398
*
```

These are the Löwdin partial charges, in e, on atoms 1 to 4:
1. Ru 1.560
2. O 0.193
3. O -0.054
4. O -0.152


[2]
Computed, not measured: one molecule with the formula C23H26N4O3S at a distorted geometry, with the ωB97M-V functional and the def2-TZVPD basis.

highest occupied orbital energy: -7.66 eV
structure (SMILES): CCc1ccc(OCc2nnc(SCC(=O)N3CCN(c4ccccc4)CC3)o2)cc1
Kohn-Sham gap: 8.139 eV
energy above the lowest of the compared OMol25 structures with the same formula, charge and spin: 293.7 kJ/mol

```
! wB97M-V def2-TZVPD RIJCOSX def2/J DEFGRID3
* xyz 0 1
S -0.9947 3.4611 2.9508
O 1.4352 2.4286 2.9749
O 3.8404 1.4331 1.6714
O -3.0760 0.4774 4.1136
N -1.0886 -0.5811 -0.1040
N 1.1028 0.3281 3.4955
N -2.6328 0.6907 1.9189
N -0.0942 0.9460 3.5220
C -2.3352 -0.8182 -3.5829
C -1.4016 -2.4636 -1.5796
C 3.5022 1.4876 -0.6441
C -0.9958 0.8392 0.1188
C -2.5756 2.6685 3.4092
C 3.4478 0.9973 2.9481
C -1.5195 -1.0917 -1.3198
C 1.7047 -0.7734 -3.0968
C 3.2724 0.8386 0.5664
C -2.2201 -2.1756 -3.8201
C 2.6747 -1.8193 -3.6492
C 2.2297 -0.1914 -1.8159
C 0.1269 2.1839 3.2036
C -2.7429 1.1670 3.1727
C 2.0142 -0.8320 -0.6052
C 2.5215 -0.3292 0.5820
C 1.9900 1.2070 3.1736
C -1.7502 -2.9927 -2.8050
C -1.3991 -1.2633 1.1350
C -2.7234 -0.7419 1.7089
C -2.2984 1.4103 0.7117
C -1.9969 -0.2809 -2.3548
C 2.9866 0.9746 -1.8163
H -2.9388 -1.2065 2.6708
H -3.3347 3.2303 2.8621
H -2.1153 0.7820 -2.2135
H -2.4891 -2.5908 -4.7790
H -0.7283 1.3526 -0.8037
H 2.2892 -2.2420 -4.5739
H -0.1798 0.9991 0.8305
H -3.1135 1.2605 -0.0083
H -2.7017 -0.1631 -4.3601
H -1.6427 -4.0546 -2.9722
H 3.6454 -1.3704 -3.8483
H 4.0896 2.3922 -0.6387
H -3.5386 -0.9492 1.0053
H -1.4761 -2.3364 0.9784
H -0.5992 -1.0672 1.8551
H -2.1911 2.4764 0.9004
H 2.3240 -0.8569 1.5020
H -1.0109 -3.1252 -0.8217
H 0.7356 -1.2422 -2.9207
H 3.1720 1.4912 -2.7470
H -2.7155 2.8273 4.4789
H 1.5714 0.0191 -3.8358
H 3.6776 -0.0607 3.1224
H 2.8108 -2.6235 -2.9301
H 4.0227 1.6142 3.6460
H 1.4330 -1.7408 -0.5823
*
```

These are the Löwdin partial charges, in e, on atoms 1 to 4:
1. S 1.024
2. O 0.100
3. O -0.033
4. O 0.056


[3]
Computed, not measured: a 2-piece molecular cluster, C10H23NO3 overall at a distorted geometry, with the ωB97M-V functional and the def2-TZVPD basis.

highest occupied orbital energy: -8.84 eV
structure (SMILES): CCNCOCCOC.C1CCOC1
Kohn-Sham gap: 9.723 eV

```
! wB97M-V def2-TZVPD RIJCOSX def2/J DEFGRID3
* xyz 0 1
O 1.9971 -1.9680 0.1332
O -2.6815 2.2479 0.2895
O -0.8910 -1.9555 0.8964
N 4.1262 -1.7836 -0.9819
C 4.7426 -2.1097 1.4617
C 1.1227 -3.0833 0.1815
C -2.1066 3.5430 0.0736
C -0.3641 -2.7154 -0.1749
C 2.6524 -1.8529 -1.1161
C 4.5189 -1.1031 0.2740
C -4.0790 2.2981 -0.0245
C -1.7035 -0.8686 0.4697
C -4.4409 3.7653 -0.1729
C -3.1402 4.3583 -0.6830
H 2.2622 -0.9125 -1.5925
H 2.3996 -2.6700 -1.8294
H -4.6853 4.1913 0.8044
H -1.5692 -0.5724 -0.5889
H 3.7881 -2.2176 2.0234
H 1.4599 -3.9446 -0.4365
H 5.4884 -1.7170 2.1859
H 5.5128 -0.6310 0.0824
H -1.4030 0.0142 1.0796
H -2.7880 -1.0134 0.6909
H 1.0929 -3.4589 1.2309
H -3.0459 4.1782 -1.7578
H -4.2346 1.7531 -0.9622
H -0.3774 -2.2044 -1.1590
H 4.3960 -1.1250 -1.7118
H -4.6480 1.8020 0.7637
H 5.0535 -3.0680 1.0051
H -1.8918 3.9846 1.0527
H -3.0467 5.4300 -0.5079
H -5.2896 3.9286 -0.8369
H -0.8965 -3.6933 -0.2469
H -1.1683 3.4396 -0.4738
H 3.8379 -0.2661 0.5586
*
```

These are the Löwdin partial charges, in e, on atoms 1 to 4:
1. O -0.143
2. O -0.157
3. O -0.180
4. N -0.058


[4]
Computed, not measured: C26H45F5P2Pt as an isolated structure at a distorted geometry, with the ωB97M-V functional and the def2-TZVPD basis.

highest occupied orbital energy (spin up / spin down): -11.56 / -14.96 eV
⟨S²⟩: 6.02
Kohn-Sham gap (spin up / spin down): 5.612 / 4.649 eV
energy above the lowest of the compared OMol25 structures with the same formula, charge and spin: 636.5 kJ/mol

```
! wB97M-V def2-TZVPD RIJCOSX def2/J DEFGRID3
* xyz 2 5
Pt -0.0717 0.1078 0.6197
P 1.5524 1.7628 1.1765
P 0.8399 -2.0252 0.3609
F 2.0055 -0.7474 2.7485
F 1.7004 -1.6143 5.0002
F -0.1399 -2.7264 4.5193
F -0.2877 -0.7168 5.3114
F 0.7461 0.2481 3.5595
C -2.2213 -0.6267 0.2519
C 1.3102 -3.0638 1.9190
C -1.9567 -0.5009 1.6777
C 2.5640 -2.5048 -0.2975
C 1.4687 0.5028 -2.7997
C 1.3055 -1.2706 -4.5947
C 0.4555 -1.4767 4.3978
C -2.0708 0.7324 -0.3161
C -2.2169 -1.5764 2.7465
C 3.3769 1.3403 1.4666
C -1.0321 -0.6397 -3.9243
C 1.3125 2.6990 2.8135
C -1.8006 3.2308 0.5933
C -3.1538 -1.7713 -0.2271
C -0.1285 1.7371 -4.3023
C -0.0122 -1.4802 -3.8470
C -1.7079 1.5424 3.3795
C 2.1730 -0.1708 -3.9661
C 0.4506 1.3720 -2.9519
C 0.6818 -0.7238 2.9103
C -0.2709 -3.5465 -0.0015
C -2.9431 1.2736 -1.4729
C 1.8866 3.3869 0.2381
C -1.7070 0.9402 1.9625
C -1.7060 1.6984 0.7146
C -0.9890 0.5877 -4.8513
H 0.4999 -3.0723 2.6487
H -3.2747 0.5163 -2.1790
H 1.0955 -1.0047 -5.6294
H -3.1571 -2.0076 -1.2850
H 1.1734 2.0342 3.6625
H -1.5189 2.6129 3.3780
H -3.8675 1.6653 -1.0483
H 1.5322 -4.1062 1.6858
H -1.8770 -2.5563 2.4191
H 2.3852 3.1949 -0.7116
H -0.6947 2.6647 -4.2195
H 0.3263 -4.3711 -0.3919
H -2.4912 2.1114 -1.9956
H 3.2809 -1.7097 -0.0959
H -2.9521 -2.6994 0.3043
H -0.1403 -2.4715 -3.4889
H 3.1273 -0.5718 -3.6250
H 0.4625 3.3717 2.7530
H -1.9844 -0.9701 -3.6068
H 1.8806 0.1445 -1.8851
H 3.9185 2.1912 1.8792
H 2.1845 3.3135 3.0352
H 2.2052 -2.6682 2.4009
H 2.9654 -3.4181 0.1400
H -0.9818 1.0677 4.0355
H 0.6787 1.9668 -4.9983
H -3.2811 -1.6477 2.9690
H -1.9856 0.9154 -5.1365
H 3.4679 0.5073 2.1632
H -1.4694 3.5755 -0.3855
H 2.4389 0.5746 -4.7159
H -4.1823 -1.5070 0.0190
H 1.8406 -2.2123 -4.7044
H -0.0701 1.8745 -2.1795
H -1.1952 3.7392 1.3389
H -1.6998 -1.3478 3.6780
H -2.8309 3.5594 0.7281
H -1.0642 -3.3413 -0.7124
H 2.5430 -2.7077 -1.3575
H -0.7922 -3.8997 0.8879
H -0.5841 0.2865 -5.8165
H 2.5410 4.0427 0.8120
H 0.9587 3.9239 0.0465
H -2.6861 1.3995 3.8376
H 3.8605 1.0607 0.5312
*
```

These are the Löwdin partial charges, in e, on atoms 1 to 4:
1. Pt 0.816
2. P 0.806
3. P 0.834
4. F -0.028


[5]
Computed, not measured: a 2-piece molecular cluster, C8H6N7O2 overall at a distorted geometry, with the ωB97M-V functional and the def2-TZVPD basis.

highest occupied orbital energy: -3.61 eV
Kohn-Sham gap: 5.223 eV

```
! wB97M-V def2-TZVPD RIJCOSX def2/J DEFGRID3
* xyz -1 1
O -2.6018 -3.0489 0.0596
O -0.8546 -2.5700 1.3084
N -0.8088 1.2447 0.2040
N 0.1083 2.2129 0.5105
N -1.7775 -2.2310 0.5294
N -1.2466 3.0066 -1.0600
N -1.6339 0.7186 5.4658
N -0.7976 0.2768 3.3979
N -0.1657 3.2414 -0.2480
C -2.7611 -0.3728 -0.7971
C 0.0748 -0.2124 4.3198
C -2.6930 0.9167 -1.2594
C -1.8355 -0.8493 0.1857
C -1.6514 1.7509 -0.7807
C -1.8242 0.8392 4.1033
C -0.4486 0.0597 5.6274
C -0.9223 0.0117 0.7782
H -2.6835 1.3225 3.6649
H -0.1926 -0.2584 1.5324
H 0.0015 -0.2084 6.5799
H -3.3655 1.3624 -1.9877
H -3.4946 -1.0849 -1.1666
H 1.0024 -0.7191 4.0999
*
```

These are the Löwdin partial charges, in e, on atoms 1 to 4:
1. O 0.034
2. O 0.057
3. N -0.022
4. N 0.059